2 unconnected molecules or ions with the total composition C2H8NS, computed with ωB97M-V with the def2-TZVPD basis set.

Positions of all 12 atoms, in Å:
N: 1.096 -1.165 -2.094
H: 0.955 -2.152 -1.858
H: 1.928 -0.766 -1.650
H: 0.423 -0.593 -1.570
C: 0.991 1.145 1.405
C: 0.303 -0.191 0.747
S: -1.456 0.184 0.032
H: 0.692 2.070 0.809
H: 2.102 1.151 1.406
H: 0.704 1.315 2.460
H: 0.055 -0.890 1.560
H: 1.006 -0.638 0.070

ΔE to the lowest compared entry with this formula, charge and spin   77.2 kJ/mol
Charge   -1
HOMO level   -2.46 eV
Frontier orbital gap   6.85 eV



A molecular structure, C23H17N6O2Sc, computed with ωB97M-V with the def2-TZVPD basis set.

Positions of all 49 atoms, in Å:
Sc: 0.260 -0.241 0.692
O: -3.346 1.073 2.330
C: -2.130 0.970 2.093
N: -1.386 -0.206 1.940
C: -2.043 -1.383 2.286
O: -3.013 -1.461 3.022
C: -1.287 -2.553 1.825
C: -1.866 -3.818 2.023
C: -1.139 -4.893 1.568
C: 0.070 -4.740 0.933
C: 0.598 -3.472 0.797
N: -0.124 -2.379 1.109
C: -1.254 2.164 1.797
C: -1.727 3.417 2.136
C: -0.923 4.449 1.806
C: 0.319 4.258 1.098
C: 0.757 2.981 0.924
N: -0.067 1.946 1.129
H: -2.917 -3.721 2.330
H: -1.447 -5.912 1.859
H: 0.706 -5.569 0.610
H: 1.640 -3.315 0.387
H: -2.714 3.608 2.591
H: -1.134 5.458 2.166
H: 0.820 5.168 0.812
H: 1.778 2.788 0.587
C: -2.823 0.281 -3.982
C: -3.002 -0.175 -2.688
C: -1.907 -0.329 -1.822
C: -0.597 0.007 -2.310
C: -0.463 0.433 -3.639
C: -1.574 0.597 -4.453
N: 0.471 -0.117 -1.471
N: 1.644 0.086 -2.063
C: 2.694 0.101 -1.209
C: 3.876 0.861 -1.433
C: 4.901 0.951 -0.518
C: 4.642 0.384 0.748
C: 3.499 -0.348 0.974
N: 2.435 -0.377 0.067
H: -3.681 0.156 -4.688
H: -4.008 -0.402 -2.339
H: -2.072 -0.696 -0.798
H: 0.541 0.550 -4.074
H: -1.446 1.090 -5.409
H: 3.999 1.232 -2.423
H: 5.766 1.577 -0.669
H: 5.476 0.349 1.460
H: 3.199 -0.832 1.886

ΔE to the lowest compared entry with this formula, charge and spin   0.0 kJ/mol
Charge   +2
HOMO level (alpha / beta)   -15.06 / -15.06 eV
Frontier orbital gap (alpha / beta)   6.27 / 6.26 eV